DFT (ωB97M-V with the def2-TZVPD basis set) results for a 16-piece molecular cluster, C26H74NO18P overall.

Summary:
HOMO	-9.193	eV
frontier orbital gap	9.18	eV
LUMO energy	0.0	eV
E	-75788.7290	eV

Each line ends with the Mulliken charge.
Cartesian coordinates (Å):
N -1.245 4.898 -4.269  -0.689
P -1.151 3.413 -3.808  0.191
C -2.462 2.975 -2.527  0.094
O -3.596 3.804 -2.918  -0.371
C -4.258 3.122 -3.873  0.286
O -5.092 3.575 -4.594  -0.665
O -3.843 1.836 -3.891  -0.276
C -3.174 1.629 -2.613  -0.023
C -2.466 0.299 -2.505  -0.925
C -1.939 0.062 -1.079  -0.766
C -0.446 0.129 -0.833  0.574
C 0.036 -0.279 0.413  -0.668
C 1.392 -0.243 0.706  -0.757
C 2.307 0.194 -0.251  -0.772
C 1.844 0.595 -1.492  -1.099
C 0.480 0.560 -1.775  -0.360
H -0.409 5.428 -4.057  0.276
H -1.407 2.483 -4.826  0.066
H 0.058 3.021 -3.220  0.091
H -2.060 3.294 -1.569  0.578
H -3.986 1.674 -1.880  0.342
H -1.691 0.193 -3.264  0.524
H -3.215 -0.461 -2.732  0.318
H -2.446 0.742 -0.389  0.477
H -2.240 -0.942 -0.771  0.474
H -0.656 -0.629 1.171  0.459
H 1.722 -0.554 1.689  0.980
H 3.367 0.213 -0.030  0.461
H 2.531 0.938 -2.254  0.414
H 0.156 0.846 -2.762  0.543
C -0.247 -0.884 4.682  -0.669
O 0.983 -0.672 3.980  -0.302
H -1.044 -0.901 3.942  0.244
H -0.221 -1.835 5.211  0.266
H -0.440 -0.074 5.389  0.274
H 1.684 -0.670 4.641  0.260
C 1.668 2.569 3.997  -0.614
O 2.491 2.008 2.975  -0.572
H 2.015 3.584 4.174  0.313
H 0.626 2.589 3.674  0.263
H 1.750 1.989 4.918  0.245
H 2.167 1.116 2.808  0.289
C -6.347 0.002 -6.126  -0.533
O -6.760 0.975 -5.178  -0.485
H -6.995 -0.864 -6.022  0.284
H -6.437 0.379 -7.149  0.233
H -5.312 -0.313 -5.953  0.242
H -6.183 1.740 -5.275  0.230
C 4.499 3.740 0.548  -0.685
O 3.154 3.874 0.990  -0.501
H 4.717 4.589 -0.096  0.296
H 5.202 3.747 1.385  0.303
H 4.640 2.819 -0.025  0.261
H 2.949 3.125 1.574  0.378
C -8.451 4.343 -5.560  -0.594
O -7.266 4.522 -6.323  -0.520
H -9.292 4.439 -6.244  0.281
H -8.484 3.351 -5.101  0.253
H -8.550 5.102 -4.777  0.254
H -6.520 4.418 -5.722  0.451
C 1.815 -4.751 4.781  -0.115
O 1.678 -3.339 4.979  -0.526
H 1.835 -5.223 5.757  0.172
H 0.964 -5.143 4.216  0.286
H 2.738 -4.972 4.249  -0.122
H 1.661 -2.919 4.113  0.235
C 4.150 -7.424 5.880  -0.396
O 2.764 -7.454 6.219  -0.435
H 4.326 -6.496 5.339  0.085
H 4.765 -7.436 6.780  0.232
H 4.432 -8.267 5.241  0.283
H 2.603 -8.263 6.713  0.256
C 5.205 -5.293 2.255  -0.518
O 4.563 -4.325 3.080  -0.448
H 4.670 -6.230 2.393  0.138
H 5.157 -5.020 1.198  0.304
H 6.250 -5.437 2.540  0.288
H 5.019 -3.486 2.966  0.253
C 1.901 7.075 1.243  -0.515
O 3.176 6.631 1.665  -0.505
H 1.904 8.163 1.282  0.243
H 1.682 6.766 0.216  0.217
H 1.102 6.709 1.896  0.221
H 3.172 5.662 1.625  0.430
C 5.338 -6.738 9.782  -0.518
O 4.151 -7.168 9.119  -0.475
H 5.889 -7.633 10.061  0.245
H 5.966 -6.124 9.133  0.173
H 5.107 -6.174 10.690  0.283
H 3.653 -6.387 8.860  0.276
C -6.148 -1.461 -9.618  -0.562
O -6.635 -2.357 -8.626  -0.489
H -5.314 -0.922 -9.175  0.206
H -5.789 -1.992 -10.504  0.301
H -6.909 -0.737 -9.920  0.274
H -7.375 -2.842 -8.999  0.286
C 0.840 -8.598 3.304  -0.474
O 2.049 -8.308 2.612  -0.496
H 0.041 -8.652 2.569  0.264
H 0.898 -9.558 3.824  0.263
H 0.607 -7.812 4.027  0.174
H 2.747 -8.253 3.271  0.270
C 0.364 6.004 -8.107  -0.544
O 0.315 5.433 -6.809  -0.458
H 1.103 5.444 -8.676  0.200
H -0.600 5.928 -8.619  0.254
H 0.668 7.054 -8.083  0.244
H -0.354 5.886 -6.287  0.301
C -7.337 8.254 -6.133  -0.513
O -6.065 7.713 -5.815  -0.489
H -7.281 9.328 -5.972  0.261
H -7.601 8.062 -7.176  0.240
H -8.119 7.839 -5.490  0.201
H -6.113 6.762 -5.965  0.313
C 8.486 -3.844 8.724  -0.575
O 7.281 -4.243 8.079  -0.436
H 9.024 -4.753 8.979  0.212
H 9.116 -3.239 8.067  0.265
H 8.288 -3.285 9.642  0.274
H 6.790 -3.452 7.843  0.268